No. 1
ORCA calculation (the ωB97M-V functional and the def2-TZVPD basis) on 2 unconnected molecules or ions with the total composition C7H8FNO2S in a non-equilibrium geometry.

Calculated values
Net charge: 0
Frontier orbital gap (eV): 9.8
Total energy (Ha): -974.76037
Spin multiplicity: 1
LUMO (eV): 0.47
F_max (eV/Å): 6.4
ΔE to the lowest compared entry with this formula, charge and spin (kJ/mol): 64.6

Geometry (Å):
C -1.0979 2.0263 -0.1457
C -0.4238 1.2402 -1.0731
C -1.9088 1.4448 0.8323
C -0.5708 -0.0892 -1.0187
C -1.9407 0.0512 1.0047
C -1.1722 -0.6968 0.0771
C -1.1089 -2.1998 0.1426
N -0.1889 -2.7670 -0.5062
O 3.4659 -1.1393 0.8303
O 2.4948 0.8209 -0.4794
F 4.6302 1.0935 0.5201
S 3.7541 -0.1777 -0.2415
H -1.1311 3.0222 -0.0502
H 0.1358 1.5604 -1.9412
H -2.4092 2.1905 1.5047
H -0.0532 -0.5997 -1.8492
H -2.4674 -0.3774 1.7104
H -1.7266 -2.8409 0.8202
H -0.3453 -3.7587 -0.3727
H 2.0641 1.1965 0.2353

No. 2
ORCA calculation (the ωB97M-V functional and the def2-TZVPD basis) on 2 unconnected molecules or ions with the total composition C7H8INO3.

Calculated values
Net charge: 0
Frontier orbital gap (eV): 2.4
Total energy (Ha): -849.50443
Spin multiplicity: 1
LUMO (eV): -2.77
F_max (eV/Å): 0.5
ΔE to the lowest compared entry with this formula, charge and spin (kJ/mol): 466.7

Geometry (Å):
O 0.7231 -0.8512 -1.6364
C 0.6749 -0.1688 -0.6492
O 1.7423 0.0106 0.1473
C -0.5925 0.4951 -0.2485
C -1.7636 -0.2750 -0.4158
C -2.9761 0.2175 -0.0740
N -3.0697 1.4797 0.4174
C -1.9779 2.2721 0.5580
C -0.7355 1.8093 0.2424
I 0.8191 3.1704 0.4559
H 1.4630 0.2940 1.0261
H -1.6850 -1.2724 -0.8183
H -3.8814 -0.3549 -0.1820
H -3.9724 1.8491 0.6670
H -2.1388 3.2735 0.9213
C 3.4869 -2.4177 -0.0714
O 4.5758 -3.1560 -0.0132
H 2.7571 -2.5404 0.7750
H 3.6794 -1.3040 -0.0918
H 2.8714 -2.5310 -1.0097

No. 3
ORCA calculation (the ωB97M-V functional and the def2-TZVPD basis) on 2 unconnected molecules or ions with the total composition C7H8IP in a non-equilibrium geometry.

Calculated values
Net charge: 0
Frontier orbital gap (spin up / spin down) (eV): 7.5 / 8.2
Total energy (Ha): -910.45727
Spin multiplicity: 1
LUMO (spin up / spin down) (eV): -1.22 / -0.13
F_max (eV/Å): 3.4
ΔE to the lowest compared entry with this formula, charge and spin (kJ/mol): 51.3

Geometry (Å):
C -0.7545 -2.0739 0.2381
C -0.7941 -1.5461 1.5173
C -0.5348 -1.1992 -0.8081
C -0.5931 -0.1695 1.7130
C -0.3809 0.1953 -0.7176
C -0.3756 0.5876 0.6131
C -0.0981 1.1116 -1.8577
P 0.8258 3.4046 1.5696
I -0.6670 3.4276 3.4251
H -0.7507 -3.0904 0.1372
H -0.8384 -2.2367 2.3590
H -0.6747 -1.5892 -1.7752
H -0.7541 0.4188 2.6144
H 0.9814 1.0892 -2.0156
H -0.5845 0.7633 -2.7766
H -0.4461 2.1156 -1.5851
H 2.0911 2.9817 2.1745

No. 4
ORCA calculation (the ωB97M-V functional and the def2-TZVPD basis) on a gas-phase ion, C7H8N (charge +1) in a non-equilibrium geometry.

Calculated values
Net charge: +1
Frontier orbital gap (spin up / spin down) (eV): 7.8 / 7.9
Total energy (Ha): -325.63185
⟨S²⟩: 2.01
Spin multiplicity: 3
LUMO (spin up / spin down) (eV): -4.37 / -8.06
F_max (eV/Å): 9.7
ΔE to the lowest compared entry with this formula, charge and spin (kJ/mol): 335.8

Geometry (Å):
C -1.2803 -1.1783 -0.0501
C 0.2854 0.9979 0.2941
C -2.5951 0.5363 -0.3364
C 1.0999 -0.1756 -0.4335
C -1.1154 0.4499 -0.0479
C -0.1686 -0.9441 -0.5814
C 2.2298 -0.8582 0.3383
N -2.1143 -0.3560 0.6508
H 0.4046 0.8867 1.4023
H 0.5162 1.9876 0.0240
H -3.1135 1.4128 0.0655
H -3.1777 0.2696 -1.2858
H 1.4672 0.1576 -1.3454
H 2.6359 -1.7388 -0.2064
H 1.8484 -1.2415 1.2768
H 3.0774 -0.2057 0.2351

No. 5
ORCA calculation (the ωB97M-V functional and the def2-TZVPD basis) on a single C7H8N2 molecule in a non-equilibrium geometry.

Calculated values
Net charge: 0
Frontier orbital gap (eV): 8.8
SMILES: C=C(C)c1cnccn1
Total energy (Ha): -380.98061
Spin multiplicity: 1
LUMO (eV): -0.02
F_max (eV/Å): 4.8
ΔE to the lowest compared entry with this formula, charge and spin (kJ/mol): 113.1

Geometry (Å):
N 0.5186 1.7660 1.7701
N 1.1928 0.7815 -0.7348
C -0.2091 -1.5870 -1.7997
C -0.6092 -0.9475 -0.6101
C 1.6883 2.1046 1.1012
C 1.9731 1.5669 -0.1385
C -0.2673 0.7953 1.1842
C 0.1511 0.2422 -0.0907
C -1.9145 -1.4656 0.0721
H -0.7240 -2.4762 -2.1490
H 0.6287 -1.1216 -2.3463
H 2.4054 2.6811 1.5728
H 2.8993 1.9501 -0.5382
H -1.1595 0.4034 1.7313
H -2.5161 -2.2789 -0.4383
H -2.4703 -0.5942 0.3386
H -1.5874 -1.8203 1.0751

No. 6
ORCA calculation (the ωB97M-V functional and the def2-TZVPD basis) on 3 unconnected molecules or ions with the total composition C7H8N2O in a non-equilibrium geometry.

Calculated values
Net charge: 0
Frontier orbital gap (eV): 8.4
Total energy (Ha): -456.07828
Spin multiplicity: 1
LUMO (eV): -0.85
F_max (eV/Å): 4.9
ΔE to the lowest compared entry with this formula, charge and spin (kJ/mol): 567.0

Geometry (Å):
C -5.4745 1.7725 3.9076
C -4.3847 2.3657 3.0675
N -3.9906 1.6594 1.9915
C -3.2404 2.3123 1.0958
C -2.2133 3.1463 1.5923
C -2.5718 3.9064 2.7213
C -3.7226 3.5527 3.4190
C -0.8543 2.6149 1.5182
N 0.3575 2.6501 1.5350
H -5.7896 2.4563 4.7035
H -6.3550 1.5503 3.2878
H -5.1343 0.8288 4.3574
H -3.0415 1.7497 0.1780
H -1.8048 4.5143 3.2033
H -4.0509 4.1246 4.2862
O -0.8363 0.5663 2.0240
H -1.8049 0.4563 2.0471
H 0.3878 1.0620 1.8602

No. 7
ORCA calculation (the ωB97M-V functional and the def2-TZVPD basis) on a single C7H8N2O molecule in a non-equilibrium geometry.

Calculated values
Net charge: 0
Frontier orbital gap (eV): 9.2
SMILES: C=CN1CCC(=O)[C@@H]1C#N
Total energy (Ha): -456.19447
Spin multiplicity: 1
LUMO (eV): 0.56
F_max (eV/Å): 5.4
ΔE to the lowest compared entry with this formula, charge and spin (kJ/mol): 261.9

Geometry (Å):
C 1.5033 0.4514 -0.7579
C 0.2891 -1.5715 -1.0440
C -1.0474 2.4084 -0.3656
C -1.0895 1.4158 0.4991
C 0.4939 -1.9169 0.4598
C -0.1337 -0.7496 1.2760
C 0.1681 -0.0941 -1.0516
N 2.5784 0.7978 -0.5452
N -0.6241 0.1792 0.2604
O 0.2314 -2.2915 -1.9617
H -1.3761 3.3391 -0.0824
H -0.9154 2.2712 -1.4244
H -1.1729 1.5863 1.5496
H -0.0143 -2.9407 0.4845
H 1.6076 -1.8579 0.8047
H -0.9802 -1.0676 1.8252
H 0.7158 -0.3252 1.9113
H -0.2342 0.3658 -1.8379

No. 8
ORCA calculation (the ωB97M-V functional and the def2-TZVPD basis) on a single C7H8N2O molecule in a non-equilibrium geometry.

Calculated values
Net charge: 0
Frontier orbital gap (eV): 10.1
SMILES: CC(=O)Nc1ccccn1
Total energy (Ha): -456.21552
Spin multiplicity: 1
LUMO (eV): 0.65
F_max (eV/Å): 11.1
ΔE to the lowest compared entry with this formula, charge and spin (kJ/mol): 206.7

Geometry (Å):
C -1.1195 -1.1847 -2.9612
C -0.5935 -1.0751 -1.5351
C 0.3289 0.4148 0.2296
C -0.3910 -0.0264 1.2156
C -0.0109 0.3663 2.4878
C 1.1993 1.1340 2.6508
C 1.8672 1.4309 1.5220
H -2.2152 -0.7234 -3.1706
H -1.3609 -2.2478 -3.2406
H -0.4024 -0.6144 -3.7679
H -0.0183 0.7037 -1.7369
H -1.2047 -0.8756 1.2524
H -0.7731 0.0935 3.3899
H 1.4383 1.5723 3.6894
H 2.7635 1.9080 1.6637
N -0.0334 0.0354 -1.1953
N 1.4398 1.1013 0.2825
O -0.9143 -2.0128 -0.7759

No. 9
ORCA calculation (the ωB97M-V functional and the def2-TZVPD basis) on a single C7H8N2O2 molecule in a non-equilibrium geometry.

Calculated values
Net charge: 0
Frontier orbital gap (eV): 9.0
SMILES: NC(=O)Nc1ccccc1O
Total energy (Ha): -531.50096
Spin multiplicity: 1
LUMO (eV): 0.38
F_max (eV/Å): 8.1
ΔE to the lowest compared entry with this formula, charge and spin (kJ/mol): 152.6

Geometry (Å):
C -1.6636 -1.7351 -0.5093
C -0.3707 0.3077 -0.5312
C -0.8948 1.5272 0.0995
C -0.0561 2.4418 0.7716
C 1.2691 2.1191 0.8773
C 1.8546 0.9681 0.2598
C 1.0363 0.0737 -0.3311
H 0.2696 -2.5075 0.0787
H -1.1752 -3.4065 0.4160
H -1.6954 -0.2391 -1.9687
H -2.0169 1.7134 -0.0597
H -0.4772 3.2341 1.4906
H 1.8707 2.7014 1.7151
H 2.8393 0.6252 0.5138
H 2.3517 -1.5340 -0.4631
N -0.7636 -2.4393 0.3232
N -1.1390 -0.6564 -1.1865
O -2.7054 -2.0787 -0.8040
O 1.4666 -1.1150 -0.6919

No. 10
ORCA calculation (the ωB97M-V functional and the def2-TZVPD basis) on a single C7H8N2O2 molecule in a non-equilibrium geometry.

Calculated values
Net charge: 0
Frontier orbital gap (eV): 8.7
SMILES: CNc1cncc(C(=O)O)c1
Total energy (Ha): -531.50377
Spin multiplicity: 1
LUMO (eV): 0.20
F_max (eV/Å): 3.5
ΔE to the lowest compared entry with this formula, charge and spin (kJ/mol): 145.2

Geometry (Å):
C 2.2507 1.0679 -2.0419
C 0.4049 -0.3814 -1.4590
C -0.2833 -1.5794 -1.5366
C -1.2717 -1.3088 0.5451
C -0.6076 -0.0925 0.7361
C 0.2721 0.3818 -0.2508
C -0.6978 0.6782 1.9994
H 3.1715 0.5422 -1.4249
H 2.6466 1.5467 -3.0207
H 1.8896 2.0616 -1.3949
H 1.6755 -0.5541 -3.0469
H -0.3808 -2.2506 -2.4337
H -1.9368 -1.8100 1.3137
H 1.0105 1.1587 -0.1060
H 0.0043 2.2545 2.9483
N 1.2434 0.1076 -2.4212
N -0.9954 -2.0592 -0.5035
O 0.1355 1.8051 2.0447
O -1.4130 0.4597 2.9159

No. 11
ORCA calculation (the ωB97M-V functional and the def2-TZVPD basis) on a single C7H8N2O2 molecule in a non-equilibrium geometry.

Calculated values
Net charge: 0
Frontier orbital gap (eV): 8.1
SMILES: C[C@H]1C=CC=C/C1=N/[N+](=O)[O-]
Total energy (Ha): -531.32834
Spin multiplicity: 1
LUMO (eV): -0.96
F_max (eV/Å): 4.4
ΔE to the lowest compared entry with this formula, charge and spin (kJ/mol): 605.8

Geometry (Å):
C -2.2140 -0.7897 0.2642
C -1.4646 -0.0506 1.0960
C -1.7350 -1.2946 -0.9321
C -0.5353 -0.9099 -1.3753
C -0.2697 0.5032 0.7053
C 0.2814 0.0899 -0.6302
C 1.7200 -0.6559 -0.4434
N 0.3720 1.3002 1.4744
N 1.2612 2.3296 1.2081
O 0.7719 3.2215 0.5183
O 2.3712 2.3269 1.6921
H -3.0622 -1.3237 0.8374
H -1.8450 0.1644 2.0052
H -2.3552 -1.9033 -1.5616
H -0.0562 -1.4260 -2.1912
H 0.4022 0.9446 -1.3611
H 1.6765 -1.4860 0.2709
H 2.6047 -0.0501 -0.1471
H 2.0760 -0.9904 -1.4299

No. 12
ORCA calculation (the ωB97M-V functional and the def2-TZVPD basis) on a single C7H8N2O2S molecule in a non-equilibrium geometry.

Calculated values
Net charge: 0
Frontier orbital gap (eV): 9.4
SMILES: CN(O)C(=O)N[C@H]1c2ccsc21
Total energy (Ha): -929.52401
Spin multiplicity: 1
LUMO (eV): 0.48
F_max (eV/Å): 6.5
ΔE to the lowest compared entry with this formula, charge and spin (kJ/mol): 592.8

Geometry (Å):
C -3.0547 0.7400 1.2349
C -4.0237 0.9416 0.2928
C -2.1943 -0.2535 0.7373
C -2.4824 -0.8760 -0.4165
C 1.3924 -0.7708 -0.2204
C -1.0414 -1.0380 0.2026
C 3.7706 -0.2657 -0.5105
N 0.1247 -0.3326 -0.2619
N 2.3639 0.1732 -0.2700
O 1.7002 -1.9397 -0.0175
O 1.8833 1.5127 -0.4957
S -3.8766 -0.1596 -1.0790
H -2.9957 1.3119 2.0927
H -4.7449 1.7328 0.2473
H -0.8564 -2.2156 0.3580
H 4.0760 0.2468 -1.3932
H 4.2677 -0.1810 0.4641
H 3.6984 -1.3520 -0.6213
H 0.0241 0.7033 -0.5692
H 1.9689 2.0224 0.2256

The highest F_max belongs to which entry?
number 8

Look up the total energy of the sixth one.
-456.07828 Ha

Among the records above, which one has the highest net charge?
C7H8N

spin multiplicity of number 9 (C7H8N2O2)?
1